DFT (ωB97M-V/def2-TZVPD) results for a cluster of 3 separate species, C35H29NO4P2 in total.

Computed properties:
Net charge: 0
HOMO, eV: -7.95
Kohn-Sham gap, Eh: 0.2560
SMILES: O=C1c2ccccc2C(=O)c2ccccc21.O=C1c2ccccc2C(=O)c2ccccc21.CP(C)[PH3]c1ccncc1
LUMO level, eV: -1.0

Geometry (Å):
1 H 5.609 3.332 -6.757
2 C 0.908 0.449 3.763
3 C 0.872 -5.512 4.945
4 C 3.513 2.882 -6.638
5 H 4.267 1.983 0.168
6 H 0.107 1.080 0.713
7 C 0.934 1.361 0.073
8 H 2.227 -2.863 4.382
9 H 5.977 3.084 -4.316
10 C -2.688 0.595 -3.257
11 C 4.995 2.940 -4.745
12 P 0.895 -2.366 4.196
13 C -3.339 1.238 -4.296
14 C 3.004 1.026 5.371
15 C -4.701 1.504 -4.208
16 H -6.469 1.350 -2.989
17 C 0.709 1.567 -1.277
18 C 2.213 1.510 0.603
19 H 0.312 -1.966 2.945
20 H 1.455 -6.237 4.377
21 C -4.823 -0.571 0.287
22 C 4.200 2.444 -2.447
23 C -5.530 -0.949 1.422
24 H -3.055 -2.545 3.097
25 C 3.267 1.860 -0.224
26 H 3.351 2.983 -7.703
27 C 3.937 2.610 -3.908
28 H 0.642 -3.949 1.529
29 H -2.783 1.535 -5.175
30 C -2.833 -1.585 1.196
31 H 0.882 2.564 3.456
32 C 2.660 2.427 -4.440
33 C -3.399 0.218 -2.124
34 H -5.208 2.002 -5.024
35 H 0.057 0.277 3.109
36 H 2.367 1.338 1.658
37 C -4.893 -1.646 2.433
38 C -3.466 -0.880 0.179
39 N 2.401 2.039 4.758
40 C -5.542 0.145 -0.807
41 O -1.486 -0.690 -1.103
42 H -0.279 1.452 -1.697
43 C 2.617 -0.304 5.227
44 C -2.678 -0.475 -1.022
45 H 1.645 -5.238 2.219
46 C -4.763 0.502 -2.027
47 C 1.765 1.910 -2.110
48 H -1.786 -1.834 1.086
49 H 3.841 1.290 6.008
50 H 1.570 -4.953 5.577
51 C 2.453 2.561 -5.807
52 C 1.373 1.739 3.964
53 C -5.412 1.140 -3.076
54 C 0.633 -4.833 2.174
55 H 0.173 -6.040 5.590
56 H -0.013 -5.571 1.698
57 O -6.718 0.423 -0.707
58 C 4.783 3.076 -6.107
59 C 1.536 -0.602 4.410
60 H 3.161 -1.089 5.743
61 H 1.458 2.412 -6.203
62 H 0.113 -2.264 5.370
63 C -3.546 -1.973 2.318
64 P -0.058 -4.389 3.814
65 H -5.448 -1.948 3.312
66 H -6.579 -0.696 1.493
67 C 1.500 2.093 -3.564
68 O 0.383 1.968 -4.023
69 O 5.309 2.613 -1.989
70 H -1.627 0.388 -3.314
71 C 3.050 2.061 -1.580

=====

DFT (ωB97M-V/def2-TZVPD) results for an isolated molecule of CH2O3 at a distorted geometry.

Computed properties:
Net charge: 0
HOMO, eV: -11.03
Kohn-Sham gap, Eh: 0.4183
SMILES: O=C(O)O
LUMO level, eV: 0.4

Geometry (Å):
1 H 0.220 -1.482 0.858
2 O 0.102 0.768 -1.057
3 H -0.413 1.444 1.030
4 C -0.008 0.031 -0.122
5 O 0.302 -1.246 -0.136
6 O -0.374 0.460 1.049